C10H26ClINO3P2Pm as an isolated structure in a non-equilibrium geometry. Source: the OMol25 dataset; level of theory: ωB97M-V/def2-TZVPD.

The geometry in XYZ format:
```
45
Properties=species:S:1:pos:R:3:forces:R:3
C -1.593151 -0.228809 -2.346713 0.292 0.548 0.164
C -0.680009 -1.374535 -1.885056 -2.133 -3.377 -0.626
H -2.594681 -0.343226 -1.919469 0.281 -0.312 0.029
H -1.704346 -0.210242 -3.437755 0.130 0.119 0.232
H -1.207534 0.735910 -1.999827 -0.113 -0.170 -0.280
O -1.047093 -2.168824 -0.959989 0.442 1.428 -0.287
I 1.448349 -0.729494 -1.789469 2.775 1.435 1.366
Pm -0.699868 0.496980 2.752861 -1.603 0.916 -1.607
P -1.016623 3.289360 2.894778 0.263 1.610 0.349
C -0.905040 3.591883 4.695133 -0.080 0.033 0.018
C 0.142284 4.512593 2.183343 0.474 -0.293 -0.218
H -0.046042 5.534893 2.541786 -0.123 -0.386 -0.001
H -2.841796 4.946849 2.846871 0.175 -0.265 -0.121
H 0.077999 4.492030 1.088028 -0.117 -0.007 0.267
H -2.652785 4.061302 1.288085 0.040 0.013 0.290
H 0.136988 3.458939 5.021781 -0.260 0.163 -0.085
H 1.173406 4.234173 2.434966 -0.199 0.095 0.032
C -2.632872 3.973692 2.382522 -0.265 -0.532 0.004
H -1.257341 4.605499 4.938984 0.131 -0.404 0.164
H -3.415457 3.259815 2.671798 -0.040 0.315 -0.056
H -1.507914 2.830875 5.214651 -0.010 0.408 0.094
P -0.124092 -2.503630 -3.426831 -2.078 1.182 0.798
C 0.654417 -3.981453 -2.724050 0.663 -0.111 -0.457
C -1.725533 -3.103369 -4.009788 0.115 -0.358 -0.414
H 0.167894 -0.408480 -4.664661 -0.001 -0.344 0.335
H 0.220716 -1.815541 -5.729592 0.142 -0.002 0.249
H 1.645395 -1.394968 -4.734409 -0.261 -0.025 -0.043
C 0.552531 -1.432295 -4.753273 0.369 -0.853 -0.662
H -2.226529 -2.333026 -4.612953 0.104 -0.290 0.209
H -1.557954 -4.002494 -4.622271 -0.299 0.281 0.080
H 0.539892 -4.815278 -3.431009 -0.014 0.214 0.235
H 0.148879 -4.215227 -1.774756 -0.120 0.319 -0.393
H -2.334913 -3.367669 -3.134056 0.186 0.084 -0.241
H 1.718783 -3.839842 -2.522562 -0.166 0.046 -0.114
Cl -0.294615 1.468543 0.415672 -0.317 -0.426 0.888
N 2.955032 -1.965981 1.297596 0.098 -0.385 0.396
C 2.985696 -1.203242 2.609267 0.434 -0.237 -0.523
C 1.663960 -0.539302 2.755191 -1.789 0.624 -0.646
O 0.676719 -1.167108 2.195001 1.696 0.072 0.871
O 1.466977 0.598634 3.321217 1.027 -1.776 -0.265
H 2.342316 -2.785853 1.396124 0.065 0.203 -0.126
H 3.889448 -2.302530 1.041276 -0.105 0.089 0.089
H 2.570181 -1.437474 0.477694 -0.098 0.191 0.012
H 3.083953 -1.934550 3.421655 0.273 0.245 -0.134
H 3.804371 -0.487529 2.592209 0.014 -0.081 0.126
```
Forces are in eV/Å.

Computed properties:
Spin multiplicity = 5
<S²> = 6.009
ΔE to the lowest compared entry with this formula, charge and spin = 0.0 kJ/mol
Lowest unoccupied orbital energy (alpha / beta) = -7.09 / -6.54 eV
Charge = +2
Kohn-Sham gap (alpha / beta) = 5.59 / 6.14 eV
Total energy = -2725.58387 hartree

Results of the Mulliken charge analysis, in e, for atoms 1 through 8: atom 1 (C): -1.202, atom 2 (C): 0.764, atom 3 (H): 0.311, atom 4 (H): 0.330, atom 5 (H): 0.275, atom 6 (O): -0.789, atom 7 (I): -0.077, atom 8 (Pm): 1.477